1.
Molecular formula: C24H72N12O16P6V2
Method: DFT, ωB97M-V with the def2-TZVPD basis set

XYZ file:
```
132
Properties=species:S:1:pos:R:3:forces:R:3:lowdin_charge:R:1
O -2.248 -2.979 1.165 -0.9 1.6 -1.2 -0.421
V -1.611 -4.390 1.437 -1.4 -3.2 3.0 0.807
O -2.841 -5.506 1.377 1.2 1.6 -0.5 -0.494
O -0.110 -1.447 0.049 0.4 0.4 -0.7 -0.396
V 0.924 -2.651 0.287 -0.3 -2.5 3.0 0.854
O 2.327 -2.037 0.673 0.7 0.9 -0.5 -0.380
P -0.258 -3.396 3.671 1.4 -1.0 6.2 -0.109
O -0.470 -2.265 4.679 0.3 2.4 -0.4 -0.436
O -1.693 -3.941 3.566 -0.6 -1.9 -3.3 -0.385
O 0.709 -4.311 4.490 -0.5 -0.1 -1.0 -0.415
O 0.361 -3.138 2.318 0.3 1.2 -4.0 -0.389
P 0.518 -5.496 0.114 5.9 -2.9 4.2 -0.052
O 1.905 -4.915 0.524 -0.3 2.8 -1.4 -0.410
O 0.909 -6.618 -0.822 -2.3 -0.2 -1.3 -0.426
O -0.350 -4.277 -0.256 -2.1 1.9 -1.6 -0.483
O -0.063 -5.828 1.531 -1.9 -0.2 -1.4 -0.409
O 1.459 -2.871 -2.031 0.9 1.0 -0.2 -0.258
P 0.850 -2.354 -3.269 -2.2 1.2 -1.2 0.673
N 0.230 -0.689 -3.205 0.9 -2.3 2.1 -0.278
C -0.784 -0.116 -4.020 -0.6 -0.7 -0.8 -0.167
C 1.105 0.335 -2.591 0.2 -0.9 -1.1 -0.101
N -0.424 -3.354 -3.789 -0.6 2.1 -0.1 -0.294
C -1.701 -3.317 -3.031 0.2 0.9 0.7 -0.097
C -0.105 -4.725 -4.117 0.7 0.2 0.0 -0.125
N 1.895 -2.257 -4.637 0.6 -1.6 0.0 -0.290
C 1.476 -1.745 -5.988 0.6 0.7 2.2 -0.111
C 3.353 -2.233 -4.351 -0.4 0.8 0.4 -0.122
H -0.496 -0.116 -5.072 0.2 0.8 -0.4 0.053
H -0.989 0.878 -3.623 -0.2 0.0 -0.4 0.074
H -1.727 -0.660 -4.080 0.0 -0.1 0.6 0.042
H 1.784 0.599 -3.402 0.6 0.7 0.0 0.058
H 1.715 0.010 -1.748 -0.4 -0.4 0.1 0.072
H 0.529 1.223 -2.332 -0.1 -0.2 0.2 0.068
H -2.064 -4.320 -2.809 0.0 0.0 -0.4 0.094
H -1.621 -2.904 -2.025 0.6 0.1 0.2 0.059
H -2.423 -2.674 -3.534 -0.3 -0.3 -0.3 0.058
H 0.112 -5.187 -3.154 0.3 -1.0 -0.3 0.081
H -0.938 -5.185 -4.648 -0.2 0.0 0.2 0.074
H 0.723 -4.712 -4.826 0.4 -0.3 0.3 0.064
H 0.439 -1.984 -6.221 0.2 -0.4 0.0 0.068
H 1.540 -0.660 -5.911 -0.2 0.4 -0.3 0.053
H 2.206 -2.006 -6.755 -0.2 -0.6 0.0 0.059
H 3.939 -2.137 -5.265 -0.2 0.0 -0.2 0.060
H 3.804 -3.021 -3.748 -0.8 -0.7 -0.2 0.079
H 3.573 -1.378 -3.712 0.2 0.5 -0.2 0.060
O -3.786 0.428 -4.339 -1.7 1.0 1.4 -0.321
P -4.517 0.683 -3.042 0.8 -0.7 2.0 0.655
N -5.375 2.163 -2.876 1.3 -0.2 -3.0 -0.318
C -6.332 2.466 -1.865 0.3 -0.4 0.8 -0.159
C -5.784 2.663 -4.203 0.6 0.7 0.2 -0.168
N -3.596 0.721 -1.570 -4.3 2.5 -3.8 -0.314
C -2.984 1.939 -1.065 -0.9 0.1 0.8 -0.094
C -2.890 -0.383 -1.173 3.0 -2.1 0.8 -0.156
N -5.731 -0.479 -2.755 0.3 -0.1 -0.8 -0.290
C -6.067 -0.922 -1.414 0.0 -0.2 0.5 -0.135
C -6.738 -0.894 -3.777 0.9 0.3 0.4 -0.123
H -5.950 2.144 -0.896 0.1 0.2 0.1 0.076
H -7.292 1.962 -1.971 -0.4 -0.1 -0.3 0.068
H -6.476 3.547 -1.867 -0.2 0.1 0.2 0.072
H -6.053 3.711 -4.067 -0.5 0.1 -0.1 0.059
H -6.572 2.099 -4.702 -0.5 0.0 0.2 0.059
H -4.981 2.704 -4.939 0.4 -0.4 0.4 0.063
H -3.480 2.849 -1.399 0.2 -0.2 -0.3 0.072
H -3.145 1.877 0.012 0.2 0.3 0.2 0.070
H -1.901 1.981 -1.182 0.1 -0.1 -0.5 0.083
H -1.905 -0.241 -1.617 0.7 -0.6 0.4 0.068
H -2.767 -0.329 -0.091 0.1 -0.7 0.0 0.084
H -3.166 -1.392 -1.480 -0.8 0.3 0.1 0.091
H -5.749 -0.259 -0.610 0.2 0.3 -0.3 0.072
H -7.151 -0.989 -1.322 -0.1 -0.2 0.0 0.069
H -5.593 -1.875 -1.180 -0.2 -0.3 0.0 0.090
H -6.399 -0.945 -4.811 0.7 0.3 0.2 0.067
H -7.581 -0.203 -3.779 -0.3 0.0 0.2 0.053
H -7.088 -1.906 -3.572 0.0 0.0 0.3 0.071
O -2.201 3.992 2.205 -0.5 0.9 -0.3 -0.313
P -1.742 3.119 3.292 2.0 -2.2 0.5 0.537
N -3.042 2.507 4.160 -2.9 0.6 -2.2 -0.305
C -2.982 1.745 5.367 1.0 -0.4 0.0 -0.130
C -4.401 2.446 3.519 0.8 0.3 -0.3 -0.118
N -0.745 3.948 4.394 -0.8 1.8 -0.3 -0.283
C 0.056 3.328 5.445 -1.1 -0.2 -0.4 -0.132
C -1.010 5.420 4.504 0.4 -0.6 -0.8 -0.145
N -0.813 1.770 2.804 0.4 2.5 1.4 -0.269
C -1.526 0.741 2.143 -0.8 -1.5 -0.9 -0.129
C 0.643 1.765 2.532 -0.5 -0.1 1.3 -0.072
H -2.907 2.489 6.160 0.4 -0.6 0.7 0.072
H -2.172 1.032 5.213 0.6 0.0 1.0 0.092
H -3.814 1.069 5.569 -0.4 0.4 -0.4 0.084
H -4.685 1.442 3.203 0.4 -0.4 0.1 0.073
H -4.460 3.066 2.625 0.3 0.1 0.1 0.057
H -5.215 2.764 4.171 0.2 0.3 0.5 0.060
H 1.093 3.260 5.117 0.0 -0.4 0.3 0.065
H -0.010 3.852 6.399 0.0 0.4 -0.1 0.065
H -0.472 2.395 5.640 1.1 -0.5 0.0 0.064
H -0.255 5.945 5.090 0.2 -0.4 0.1 0.057
H -0.992 5.874 3.513 0.1 -0.1 -0.2 0.053
H -1.978 5.733 4.895 -0.3 -0.5 0.4 0.057
H -2.594 0.872 2.322 -0.1 -0.3 -0.1 0.069
H -1.348 0.711 1.068 0.0 0.4 -0.2 0.057
H -1.224 -0.266 2.433 0.0 -0.1 0.6 0.098
H 0.902 0.763 2.189 -0.1 0.2 -0.5 0.084
H 1.186 1.841 3.474 0.0 0.1 0.2 0.054
H 1.013 2.580 1.909 -0.2 -0.1 -0.5 0.073
O 6.890 -0.767 3.173 0.2 1.1 -0.7 -0.301
P 6.500 0.155 2.075 -3.0 0.6 -1.2 0.594
N 7.100 -0.176 0.495 1.5 1.5 -0.2 -0.295
C 6.713 -1.399 -0.195 -1.0 -0.3 -0.3 -0.123
C 8.493 0.281 0.135 -1.0 -0.7 0.8 -0.140
N 6.826 1.825 2.382 1.6 0.6 0.3 -0.292
C 6.805 2.280 3.792 0.0 -1.0 0.0 -0.158
C 6.512 2.979 1.507 -0.4 -1.0 0.3 -0.175
N 4.803 0.193 1.808 0.5 0.4 -1.2 -0.266
C 4.079 1.132 0.860 0.2 -1.6 0.3 -0.101
C 3.914 -0.383 2.832 1.0 -0.5 0.9 -0.103
H 6.978 -2.325 0.315 -0.1 0.0 0.3 0.084
H 7.124 -1.488 -1.200 0.6 0.5 0.0 0.065
H 5.647 -1.383 -0.419 -0.2 -0.2 0.6 0.082
H 9.204 -0.332 0.689 0.4 0.4 0.5 0.064
H 8.574 1.356 0.296 0.3 -0.2 0.4 0.046
H 8.799 0.088 -0.893 -0.8 0.0 -0.3 0.055
H 7.346 3.209 3.967 -0.1 0.3 -0.6 0.055
H 5.779 2.383 4.143 -0.2 0.2 0.1 0.073
H 7.292 1.594 4.485 -0.1 -0.5 -0.4 0.064
H 5.546 3.399 1.786 -0.3 -0.1 -0.1 0.058
H 7.196 3.816 1.650 0.6 -0.2 0.0 0.052
H 6.484 2.686 0.457 0.0 0.0 0.1 0.063
H 3.156 0.596 0.639 -0.2 0.1 0.2 0.060
H 3.845 2.129 1.232 0.0 0.0 0.5 0.052
H 4.503 1.267 -0.135 0.8 -0.2 0.1 0.062
H 4.116 0.139 3.767 -0.5 0.3 0.3 0.062
H 4.200 -1.412 3.050 -0.1 -0.1 -0.3 0.090
H 2.850 -0.407 2.597 0.3 0.2 -0.4 0.067
```
Forces are in eV/Å.

Summary:
**Total charge**: -4
**Maximum force**: 7.837 eV/Å
**Energy**: -183807.7654 eV
**HOMO energy**: 5.2 eV
**Frontier orbital gap**: 1.07 eV



2.
Molecular formula: C24H72N13O7P4Sr
Method: DFT, ωB97M-V with the def2-TZVPD basis set

XYZ file:
```
121
Properties=species:S:1:pos:R:3:forces:R:3:lowdin_charge:R:1
Sr 4.045 2.164 0.529 -0.5 -0.4 -0.6 1.686
N 0.932 0.653 -3.879 -0.2 0.1 -1.7 -0.651
O 0.439 0.733 -2.789 -2.1 -0.2 2.9 -0.012
O 2.138 1.005 -3.902 1.0 -0.1 -1.4 -0.050
O 0.259 0.300 -4.869 1.6 0.4 0.7 0.022
O 1.834 -3.224 2.525 0.0 -1.7 0.4 -0.334
P 1.359 -4.572 3.007 -1.3 -0.3 -0.4 0.577
N 2.387 -5.291 4.124 -1.4 -1.2 0.4 -0.294
C 1.995 -6.544 4.884 -0.1 0.3 -0.9 -0.093
C 3.394 -4.479 4.760 0.6 0.5 -0.3 -0.141
N 1.078 -5.746 1.788 -0.2 1.2 -1.7 -0.281
C 1.137 -7.221 1.847 2.3 0.7 0.8 -0.108
C 0.908 -5.193 0.373 -1.0 -0.9 0.8 -0.099
N -0.173 -4.492 3.780 1.3 0.4 0.3 -0.329
C -1.400 -4.407 3.030 0.6 0.3 0.0 -0.120
C -0.290 -3.831 5.112 0.7 -2.4 -0.3 -0.093
H 2.581 -7.432 4.650 0.8 0.4 -0.2 0.073
H 1.009 -6.915 4.603 -0.3 0.7 0.2 0.059
H 2.049 -6.424 5.966 -0.2 0.4 0.0 0.080
H 3.875 -5.101 5.515 0.3 0.3 -0.1 0.086
H 3.045 -3.542 5.193 -0.5 -0.1 0.5 0.066
H 4.086 -4.092 4.013 0.5 -0.5 0.0 0.073
H 1.260 -7.650 0.852 -1.4 0.1 -0.1 0.083
H 2.142 -7.509 2.158 0.4 0.1 0.7 0.062
H 0.524 -7.702 2.608 -0.8 0.0 -0.7 0.074
H 0.582 -5.945 -0.346 0.8 -1.0 0.4 0.071
H -0.045 -4.671 0.285 0.5 1.3 0.4 0.063
H 1.792 -4.714 -0.047 -0.3 0.3 0.3 0.076
H -1.542 -3.344 2.836 -0.7 0.1 -0.4 0.084
H -1.304 -4.958 2.095 -0.3 0.0 0.1 0.066
H -2.184 -4.801 3.676 -0.3 0.0 -0.3 0.085
H -0.831 -2.899 5.276 0.4 0.4 -0.9 0.082
H 0.732 -3.868 5.487 -0.2 0.7 0.5 0.058
H -0.845 -4.576 5.682 -0.1 0.1 0.5 0.078
O 8.793 -1.874 -0.822 1.4 -0.7 -1.8 -0.332
P 10.105 -2.346 -1.412 1.7 -1.6 -0.2 0.645
N 10.166 -4.055 -1.863 0.3 4.0 -0.2 -0.324
C 11.269 -4.858 -2.362 1.0 0.2 0.7 -0.103
C 9.091 -4.822 -1.422 -1.5 -1.2 0.3 -0.180
N 11.347 -2.242 -0.273 0.2 -1.7 -0.8 -0.345
C 11.579 -0.925 0.151 0.9 1.4 0.8 -0.181
C 11.479 -3.227 0.842 -0.9 0.9 -1.5 -0.061
N 10.845 -1.499 -2.718 0.3 -0.3 1.8 -0.313
C 10.126 -1.259 -3.961 0.4 -0.6 0.0 -0.124
C 12.346 -1.500 -2.976 -1.2 0.8 0.0 -0.094
H 11.773 -4.545 -3.276 -0.6 0.3 -0.3 0.077
H 10.961 -5.901 -2.434 -0.3 0.2 -0.4 0.085
H 12.085 -4.919 -1.642 0.2 0.2 0.4 0.069
H 9.391 -5.371 -0.529 -0.3 -0.8 0.0 0.083
H 8.840 -5.437 -2.286 -0.5 -0.7 0.5 0.090
H 8.202 -4.257 -1.140 0.2 0.3 -0.2 0.073
H 11.644 -0.221 -0.679 -0.7 0.1 0.1 0.076
H 10.843 -0.687 0.919 -0.2 0.8 0.0 0.082
H 12.565 -0.813 0.601 0.2 -0.3 0.3 0.086
H 10.653 -3.066 1.535 0.0 -0.2 0.3 0.081
H 11.389 -4.212 0.384 0.3 -0.1 0.4 0.061
H 12.425 -3.025 1.344 0.0 -0.4 -0.1 0.086
H 9.066 -1.019 -3.880 0.1 0.0 0.4 0.080
H 10.647 -0.451 -4.475 -0.2 0.0 -0.2 0.081
H 10.230 -2.191 -4.517 -0.3 0.1 -0.7 0.078
H 12.643 -0.456 -3.074 0.0 0.2 0.1 0.074
H 12.547 -1.913 -3.965 0.0 -0.5 0.1 0.074
H 12.994 -1.918 -2.206 -0.6 -0.4 0.0 0.076
O -11.253 -0.178 -5.036 1.1 -0.5 0.3 -0.287
P -10.172 0.155 -4.078 0.5 0.0 1.4 0.524
N -8.574 0.079 -4.625 0.9 0.8 -1.0 -0.288
C -7.395 0.773 -3.966 -1.2 -2.5 -0.1 -0.108
C -8.143 -0.964 -5.594 -0.4 -0.1 0.6 -0.103
N -10.110 -0.854 -2.711 -0.8 1.1 0.3 -0.292
C -9.137 -0.769 -1.572 -0.9 -0.2 -0.9 -0.089
C -11.286 -1.707 -2.495 0.6 0.1 0.0 -0.123
N -10.375 1.695 -3.441 1.5 -0.1 -0.7 -0.296
C -9.850 2.757 -4.294 -0.8 0.8 -0.5 -0.125
C -10.921 1.981 -2.120 -0.2 0.7 -0.9 -0.098
H -7.779 1.193 -3.036 0.5 0.7 -0.3 0.070
H -6.705 1.312 -4.616 -0.8 0.9 -0.1 0.082
H -6.754 -0.068 -3.705 0.2 -0.1 0.6 0.060
H -7.199 -1.399 -5.266 0.2 0.1 0.2 0.069
H -8.005 -0.657 -6.630 -0.1 0.5 0.1 0.077
H -8.824 -1.816 -5.625 -0.4 0.2 0.1 0.076
H -9.124 0.058 -0.862 -0.5 1.1 -0.7 0.054
H -9.455 -1.510 -0.838 0.7 -0.9 -0.5 0.078
H -8.127 -0.816 -1.981 0.0 -0.7 0.4 0.062
H -10.884 -2.711 -2.628 -0.8 -0.4 0.4 0.082
H -11.744 -1.527 -1.522 0.2 -0.3 0.3 0.074
H -12.076 -1.516 -3.221 0.4 0.0 -0.2 0.067
H -8.787 2.710 -4.531 0.1 0.1 0.6 0.053
H -10.304 2.807 -5.284 -0.4 -0.7 -0.2 0.080
H -10.154 3.740 -3.935 0.4 0.0 0.6 0.079
H -10.222 1.806 -1.302 -0.3 -0.4 0.1 0.059
H -11.906 1.520 -2.046 0.2 -0.4 0.6 0.086
H -11.149 3.047 -2.087 0.1 0.1 -0.1 0.076
O -0.706 6.319 1.951 -0.1 0.3 -0.3 -0.323
P -1.939 7.134 2.110 -0.5 -1.5 -1.1 0.486
N -2.503 7.753 0.633 0.7 -0.5 -0.5 -0.300
C -2.236 6.928 -0.552 0.1 -0.7 -0.2 -0.134
C -3.562 8.826 0.579 1.7 -2.3 -0.1 -0.062
N -1.725 8.396 3.079 -1.4 0.6 2.1 -0.305
C -0.438 8.833 3.569 0.6 0.0 -0.9 -0.109
C -2.880 9.164 3.630 0.7 0.0 -0.9 -0.085
N -3.230 6.245 2.770 0.4 1.2 2.6 -0.290
C -3.405 6.099 4.293 1.1 -0.9 -1.2 -0.082
C -3.904 5.266 1.966 -1.0 1.3 -1.1 -0.137
H -2.759 5.974 -0.486 0.0 -0.2 -0.1 0.057
H -1.183 6.687 -0.693 0.1 0.1 0.5 0.067
H -2.510 7.321 -1.531 -0.4 0.8 0.4 0.080
H -3.943 8.834 -0.443 0.0 0.3 0.2 0.081
H -3.008 9.730 0.831 -1.0 0.3 0.2 0.074
H -4.310 8.399 1.247 -0.5 1.2 0.2 0.072
H -0.368 9.888 3.302 0.4 0.1 0.4 0.088
H -0.211 8.655 4.620 -0.7 0.2 0.3 0.083
H 0.353 8.285 3.059 -0.1 0.1 -0.3 0.069
H -3.821 8.615 3.672 0.3 -0.3 0.1 0.067
H -2.604 9.536 4.617 -0.2 0.0 -0.1 0.088
H -3.067 9.974 2.924 0.0 0.5 0.5 0.063
H -3.311 5.044 4.549 -0.5 -0.3 -0.3 0.072
H -2.570 6.458 4.895 0.1 0.8 -0.5 0.071
H -4.331 6.482 4.720 -0.1 0.2 -0.5 0.075
H -4.914 5.118 2.350 0.3 -0.8 0.5 0.091
H -3.337 4.394 1.643 -0.1 -0.3 0.6 0.087
H -4.182 5.796 1.055 0.2 -0.1 -0.5 0.058
```
Forces are in eV/Å.

Summary:
**Total charge**: +1
**Maximum force**: 4.053 eV/Å
**Energy**: -97737.0698 eV
**HOMO energy**: -9.1 eV
**Frontier orbital gap**: 2.07 eV



Q: Among the records above, which one has the lowest frontier orbital gap?
A: C24H72N12O16P6V2



Q: Look up the HOMO energy of the first one.
A: 5.2 eV



Q: Which value of energy does entry 1 give?
A: -183807.7654 eV